DFT (ωB97M-V with the def2-TZVPD basis set) results for 9 unconnected molecules or ions with the total composition C34H68O12S in a non-equilibrium geometry.

Calculated values
energy: -71760.452 eV
HOMO energy: -9.3 eV
ΔE to the lowest compared entry with this formula, charge and spin: 141.35 kJ/mol
LUMO: 0.473 eV
orbital gap: 9.8 eV
charge: 0

Geometry (Å):
O1 -3.45573 -1.38006 1.50193
S1 -3.52814 -1.62939 2.92056
O2 -2.58776 -2.55675 3.46397
O3 -3.43668 -0.21004 3.68956
C1 -4.54538 0.01635 4.56501
C2 -5.66425 -0.74520 3.88155
O4 -5.01012 -1.93063 3.43882
H1 -4.30591 -0.42343 5.53703
H2 -4.66679 1.09037 4.66259
H3 -6.04244 -0.13933 3.05534
H4 -6.47955 -1.04637 4.53053
C3 -0.15477 1.72602 -5.59522
C4 -1.34717 2.50346 -5.02384
C5 -2.17394 1.47349 -4.23242
O5 -1.26922 0.35616 -4.04041
C6 0.02552 0.61280 -4.59378
H5 0.67146 2.43809 -5.59481
H6 -0.40735 1.44968 -6.61785
H7 -1.94507 3.05522 -5.74894
H8 -1.03345 3.24810 -4.28727
H9 -2.98783 1.02084 -4.79815
H10 -2.41315 1.81580 -3.22746
H11 0.43050 -0.34734 -4.91625
H12 0.67474 0.91641 -3.76007
C7 1.73716 4.55772 -3.03588
C8 2.79529 4.34748 -4.07204
C9 3.30412 2.92962 -3.79661
O6 2.71280 2.54688 -2.52571
C10 2.21329 3.70357 -1.88257
H13 0.77372 4.10977 -3.32029
H14 1.44553 5.59303 -2.85027
H15 3.58634 5.09693 -3.99779
H16 2.39036 4.48457 -5.07870
H17 4.39310 2.87283 -3.74961
H18 2.97254 2.15186 -4.48451
H19 3.04197 4.16807 -1.31909
H20 1.48039 3.57926 -1.08265
C11 0.81426 -1.41080 -1.09494
C12 -0.63503 -1.29652 -0.61746
C13 -0.60863 -0.30465 0.54812
O7 0.57429 0.47840 0.31694
C14 1.56428 -0.22252 -0.42657
H21 0.97998 -1.39747 -2.16963
H22 1.14624 -2.35719 -0.66103
H23 -1.04194 -2.27773 -0.38526
H24 -1.21500 -0.79472 -1.39654
H25 -0.51110 -0.75333 1.53985
H26 -1.50550 0.30700 0.49598
H27 2.29891 -0.70178 0.22921
H28 1.99980 0.45995 -1.15099
C15 -4.35053 -1.46687 -2.50600
C16 -5.27939 -2.61577 -2.12823
C17 -6.03748 -2.02486 -0.93002
O8 -6.14980 -0.63218 -1.13245
C18 -4.94265 -0.23640 -1.78127
H29 -4.32685 -1.22464 -3.56752
H30 -3.35660 -1.56251 -2.07382
H31 -4.70409 -3.51463 -1.92266
H32 -5.94471 -2.77248 -2.97788
H33 -5.50617 -2.21771 0.00883
H34 -7.00262 -2.53083 -0.86330
H35 -4.17794 0.10055 -1.06356
H36 -5.11135 0.67656 -2.35705
C19 0.67749 2.06689 3.84398
C20 -0.81167 1.83608 3.71384
C21 -1.39933 3.13238 4.31897
O9 -0.32001 3.82129 4.92426
C22 0.73152 2.87920 5.12548
H37 1.06831 2.74727 3.08404
H38 1.23767 1.13282 3.81584
H39 -1.16004 0.97308 4.28275
H40 -1.09043 1.59971 2.68514
H41 -2.13813 2.84975 5.08276
H42 -1.94811 3.74355 3.60194
H43 0.50443 2.27707 6.01677
H44 1.68668 3.37702 5.28360
C23 5.07144 1.07786 2.31151
C24 3.88262 1.96709 1.83115
C25 4.45451 2.82524 0.71218
O10 5.86033 2.79870 0.85167
C26 6.22809 1.54548 1.41867
H45 4.86671 0.01753 2.18457
H46 5.14627 1.32336 3.37055
H47 3.47168 2.57316 2.64132
H48 3.01143 1.35167 1.58664
H49 4.12755 3.86251 0.82973
H50 4.13771 2.51730 -0.29180
H51 7.17555 1.60234 1.94673
H52 6.28735 0.86191 0.56222
C27 3.42055 -2.04363 4.92032
C28 2.88300 -2.65903 3.63510
C29 1.81284 -1.65069 3.22857
O11 1.19032 -1.30494 4.45850
C30 2.20031 -1.24613 5.46265
H53 4.31036 -1.42914 4.81743
H54 3.58914 -2.85433 5.63147
H55 2.40147 -3.60980 3.85734
H56 3.59036 -2.78335 2.81461
H57 1.06920 -2.04209 2.53321
H58 2.20680 -0.72524 2.78067
H59 1.76992 -1.67997 6.36626
H60 2.44638 -0.19481 5.66089
C31 0.24480 -4.13324 -3.80589
C32 -1.09865 -4.42643 -3.19362
C33 -0.96831 -5.89907 -2.85031
O12 0.35630 -5.99367 -2.31832
C34 1.18257 -5.00212 -2.91349
H61 0.45119 -3.06060 -3.78663
H62 0.31008 -4.40779 -4.86037
H63 -1.94392 -4.28093 -3.86978
H64 -1.21433 -3.91559 -2.23587
H65 -1.01910 -6.52438 -3.74875
H66 -1.71851 -6.18244 -2.11481
H67 1.90555 -5.48553 -3.57498
H68 1.69756 -4.38809 -2.17618

Cartesian forces (eV/Å) of the 3 atoms listed first:
O -0.60 -0.12 1.34
S 0.93 0.81 -0.52
O -0.96 0.32 0.05